Record 1
A single C7H9NO molecule. Source: the Open Molecules 2025 dataset; level of theory: wB97M-V/def2-TZVPD.

Structure (XYZ):
```
18
Properties=species:S:1:pos:R:3
C -1.758 0.741 0.023
C 2.375 0.581 -0.070
C 0.179 1.257 0.729
C 1.140 1.375 -0.405
C 1.155 -0.130 -0.566
C 0.158 -0.281 0.583
C -1.882 -1.710 -0.146
N -1.219 -0.455 0.153
O -2.765 1.277 -0.296
H 3.205 0.657 -0.759
H 2.664 0.477 0.965
H 0.208 1.814 1.648
H 1.153 2.155 -1.145
H 1.146 -0.730 -1.459
H 0.420 -0.961 1.398
H -1.428 -2.196 -1.011
H -1.824 -2.380 0.714
H -2.927 -1.491 -0.357
```

relative energy (zero: lowest compared OMol25 entry of this formula, charge and spin): 87.6 kcal/mol
Kohn-Sham gap: 8.94 eV
E_LUMO: 0.89 eV
electronic energy: -402.00149 Ha

Record 2
A molecular structure, C42H49As2LiN2OS. Source: the Open Molecules 2025 dataset; level of theory: wB97M-V/def2-TZVPD.

Structure (XYZ):
```
98
Properties=species:S:1:pos:R:3
Li -0.331 -0.670 0.283
C 1.964 2.343 -0.433
C 0.694 3.037 -0.953
As -0.998 2.143 -0.462
C -1.243 2.790 1.352
C -0.558 3.870 1.899
C -0.774 4.239 3.222
C -1.684 3.534 4.006
C -2.378 2.460 3.462
C -2.152 2.086 2.141
C -2.168 3.354 -1.447
C -2.193 3.199 -2.836
C -2.951 4.060 -3.621
C -3.694 5.074 -3.025
C -3.680 5.220 -1.644
C -2.916 4.365 -0.851
As 2.065 0.439 -1.005
C 3.959 0.278 -1.436
C 4.359 -0.712 -2.337
C 5.706 -0.904 -2.615
C 6.672 -0.119 -1.992
C 6.283 0.858 -1.085
C 4.930 1.054 -0.809
C 1.368 0.643 -2.835
C 0.183 -0.009 -3.167
C -0.369 0.147 -4.440
C 0.258 0.953 -5.378
C 1.447 1.603 -5.052
C 2.002 1.443 -3.790
H 1.954 2.328 0.656
H 2.853 2.868 -0.769
H 0.677 3.038 -2.036
H 0.633 4.076 -0.640
H 0.153 4.429 1.305
H -0.230 5.076 3.642
H -1.848 3.821 5.038
H -3.085 1.905 4.065
H -2.686 1.237 1.731
H -1.634 2.397 -3.308
H -2.969 3.930 -4.697
H -4.287 5.744 -3.637
H -4.269 6.000 -1.175
H -2.921 4.482 0.224
H 3.619 -1.331 -2.828
H 6.002 -1.672 -3.322
H 7.723 -0.268 -2.215
H 7.027 1.473 -0.594
H 4.648 1.825 -0.099
H -0.323 -0.640 -2.438
H -1.292 -0.366 -4.686
H -0.172 1.072 -6.366
H 1.941 2.231 -5.783
H 2.929 1.949 -3.546
C 1.708 -2.837 3.422
N 2.538 -1.950 2.626
C 3.944 -2.270 2.377
C 4.443 -1.045 1.593
N 3.343 -0.100 1.817
C 2.245 -0.675 2.334
S 0.744 0.104 2.510
H 1.647 -3.813 2.948
H 0.713 -2.415 3.500
H 2.132 -2.946 4.426
H 4.026 -3.191 1.805
H 4.474 -2.404 3.320
H 4.568 -1.262 0.534
H 5.380 -0.663 1.985
H 3.288 0.818 1.419
C -3.323 -0.375 -2.142
C -3.758 -1.520 -1.216
C -3.760 -1.062 0.249
C -2.983 -2.799 -1.487
C -3.637 -3.857 -2.117
C -2.992 -5.052 -2.410
C -1.660 -5.185 -2.036
C -0.960 -4.157 -1.406
C 0.486 -4.409 -1.028
C 0.779 -4.210 0.463
C 1.473 -3.608 -1.887
C -1.611 -2.923 -1.148
O -0.985 -1.914 -0.586
H -3.977 0.500 -2.029
H -3.352 -0.687 -3.190
H -2.306 -0.066 -1.910
H -4.795 -1.756 -1.454
H -2.771 -0.743 0.563
H -4.076 -1.868 0.921
H -4.452 -0.223 0.381
H -4.686 -3.735 -2.381
H -3.519 -5.865 -2.897
H -1.140 -6.120 -2.229
H 0.659 -5.465 -1.236
H 0.614 -3.175 0.755
H 1.826 -4.471 0.684
H 0.133 -4.845 1.084
H 1.423 -2.554 -1.626
H 1.247 -3.700 -2.955
H 2.502 -3.955 -1.720
```

relative energy (zero: lowest compared OMol25 entry of this formula, charge and spin): 14.0 kcal/mol
Kohn-Sham gap: 6.93 eV
E_LUMO: 0.37 eV
electronic energy: -6691.93317 Ha

Question: Which of these has the highest Kohn-Sham gap?
Answer: C7H9NO

Question: Number 1 is which compound?
Answer: C7H9NO

Question: E_LUMO of number 2 (C42H49As2LiN2OS)?
Answer: 0.37 eV